Record 1
50
Properties=species:S:1:pos:R:3:forces:R:3:lowdin_charge:R:1 method="wB97M-V/def2-TZVPD" lumo_ha=-0.015 total_energy_ev=-221638.201 multiplicity=1 e_above_lowest_kj_mol=2295.3
Cl -18.924889 -30.547424 9.779160 0.395 0.353 0.657 0.4523
C -10.273672 -29.106539 4.629420 0.431 0.043 -1.735 -0.1260
Cl -16.574968 -29.911088 4.632074 0.503 0.104 1.193 0.5348
C -10.562143 -28.809845 5.925444 -0.574 -1.285 0.096 -0.2114
Cl -9.459966 -25.605760 11.032229 0.246 0.267 0.073 0.5126
Cl -18.126918 -30.197866 7.032033 0.524 0.236 -0.852 0.5238
Cl -8.642880 -31.609690 6.716760 3.081 3.282 1.214 0.7003
C -11.799079 -33.659487 6.004468 0.625 -1.475 -0.328 -0.1132
N -9.803678 -27.965795 4.012797 -0.010 2.094 2.665 0.0271
C -9.625948 -27.120762 10.098028 1.323 2.644 0.248 -1.8253
Cl -7.571299 -28.893079 6.850822 0.835 -0.175 -0.720 0.6029
C -11.812804 -29.558457 8.615240 -4.401 -0.238 2.212 -0.3374
C -13.124180 -33.214235 6.009237 0.060 2.352 0.635 -0.0801
C -12.883428 -30.463913 8.664570 -0.231 2.628 3.069 -0.1342
C -13.533860 -28.605850 7.722933 2.168 2.079 -0.837 -0.2013
H -9.496771 -27.694214 3.089692 -0.228 -0.845 0.104 0.1444
C -10.253961 -27.459324 6.240301 0.445 -0.892 -4.739 -0.2108
Cl -10.514306 -28.174706 11.074626 -0.474 -1.067 0.942 0.6816
Cl -7.881882 -27.660493 9.773210 -1.443 1.140 0.538 0.4982
H -13.770344 -31.150622 6.839165 3.366 -1.144 -0.961 -0.0783
C -16.475628 -29.922836 6.451942 -1.342 0.311 -1.493 -1.6818
H -11.576240 -34.643662 5.619580 0.539 0.119 -0.121 0.0887
H -14.871146 -30.201475 8.099597 3.406 0.707 -0.725 -0.2566
H -9.930370 -32.752473 6.993915 -1.932 -1.745 -0.009 -0.0748
H -10.285341 -29.950027 3.955037 -0.440 -0.527 0.740 0.1142
H -10.307938 -26.971910 7.202547 1.298 -0.813 -4.404 -0.1732
Cl -9.646477 -29.539508 8.612168 11.703 -1.709 -4.205 0.7462
H -9.492559 -25.988855 4.791786 0.085 0.004 -0.159 0.1028
Cl -15.836123 -28.283039 7.040990 -6.808 -0.916 -2.895 0.7118
H -10.820262 -29.782924 8.976999 -8.722 -2.104 3.203 -0.2663
H -14.270857 -28.066830 7.146136 4.131 0.576 0.603 -0.0973
Cl -17.230760 -29.143555 11.674126 0.244 -0.004 -0.752 0.5229
Cl -15.359446 -31.240303 6.954111 -7.435 -3.160 -5.777 0.7818
Cl -10.599998 -26.649099 8.631883 3.830 4.274 9.044 0.8031
C -9.810084 -26.995696 5.019411 0.421 1.091 -0.307 -0.1365
H -12.896368 -31.474124 9.046305 -0.478 0.498 0.300 0.1558
H -11.668917 -27.484370 7.749290 -2.871 -2.922 -1.312 -0.0765
C -10.965545 -32.783249 6.687564 -2.413 -2.031 0.537 -0.1976
C -13.072066 -31.954332 6.657861 1.930 -2.369 0.377 -0.2206
Cl -16.809603 -31.850426 11.036753 0.871 -2.296 1.025 0.6168
C -12.191767 -28.404646 7.964025 -4.142 -0.368 -0.444 -0.2067
N -13.938215 -29.815514 8.127282 4.033 1.924 1.647 -0.2844
H -14.004459 -33.743326 5.675225 0.124 0.228 -0.365 0.0906
H -11.534047 -31.070326 7.771889 0.422 -0.651 -1.070 0.0475
N -11.817145 -31.882950 7.243131 1.496 -0.378 -2.962 -0.0214
C -8.208379 -30.202450 7.815436 2.219 0.566 -0.022 -1.7421
H -11.025197 -29.480320 6.634272 0.396 -0.099 -1.070 0.0465
C -17.201448 -30.377767 10.359627 -1.793 1.303 -0.112 -1.9138
Cl -7.004007 -30.617070 9.102346 -0.290 -0.719 -0.766 0.5007
Cl -16.008756 -30.003126 9.093746 -5.120 1.110 8.022 0.6602

Record 2
8
Properties=species:S:1:pos:R:3:forces:R:3:lowdin_charge:R:1 method="wB97M-V/def2-TZVPD" lumo_ha=-0.051 total_energy_ev=-22757.619 multiplicity=1 e_above_lowest_kj_mol=217.8
C 0.778634 -0.716623 0.081034 0.876 -0.263 -1.045 -0.0218
N -2.289938 -0.026064 1.426975 -0.250 0.217 -0.438 -1.0014
I -0.828897 1.481940 1.256322 -0.911 -0.400 0.262 0.6792
N 3.434158 0.690076 -1.948547 0.171 0.081 0.015 0.1854
H -1.862315 -0.954165 1.515369 0.567 0.506 -0.018 -0.1035
C 2.594889 0.204734 -1.332510 0.116 0.123 -0.462 -0.3104
N 1.609183 -0.361049 -0.691835 -0.960 -0.464 1.273 -0.0061
I -3.435714 -0.318847 -0.306810 0.390 0.200 0.414 0.5787